Entry from OMol25: C40H37CsN8SSi as an isolated structure (the ωB97M-V functional and the def2-TZVPD basis).

Computed properties:
- HOMO-LUMO gap (eV) = 5.321
- LUMO (eV) = 3.88
- energy above the lowest of the compared OMol25 structures with the same formula, charge and spin (kJ/mol) = 14.9
- E_tot (Eh) = -2692.49415

ORCA input file:
```
! wB97M-V def2-TZVPD RIJCOSX def2/J DEFGRID3
* xyz -2 1
Cs -0.30 -0.71 0.82
S -2.98 -0.98 3.21
Si 1.14 0.53 -2.93
N 0.04 2.53 1.28
N -5.19 -0.68 1.80
N 2.35 -2.36 1.57
N -3.76 1.01 1.45
N 1.10 -2.98 -0.80
N -0.32 -0.02 -2.29
N -2.54 1.56 1.63
N 1.60 -0.34 3.31
C 2.39 -4.38 -2.83
C 5.07 -4.07 -0.29
C 2.39 -3.37 -0.63
C 4.39 -3.42 0.74
C -4.67 3.77 1.01
C -3.95 -0.14 2.09
C -1.02 3.34 1.31
C 3.09 -4.06 -1.65
C 3.22 -3.84 4.86
C 4.45 -4.42 -1.47
C 2.28 -1.67 5.21
C 0.37 5.25 1.73
C 1.16 0.58 4.12
C 1.26 0.49 5.53
C 0.93 2.02 -4.10
C -2.57 -1.32 -4.94
C 1.47 4.40 1.73
C -3.74 -1.55 -4.23
C -1.39 -0.50 -2.93
C -5.32 5.08 -0.90
C 3.10 -3.68 3.48
C -2.60 -0.78 -2.23
C 1.24 3.05 1.50
C -1.44 -0.82 -4.33
C -0.89 4.72 1.51
C -5.61 4.54 0.34
C 0.49 -3.26 -1.92
C -3.73 -1.27 -2.86
C 1.09 -3.99 -2.97
C -3.41 3.54 0.45
C -2.37 2.74 1.14
C 2.22 -0.72 -3.86
C -4.08 4.86 -1.47
C 2.84 -2.86 5.74
C 2.22 1.13 -1.51
C 2.15 -1.48 3.82
C 1.82 -0.63 6.06
C -3.13 4.10 -0.80
C 3.04 -3.05 0.63
C 2.57 -2.52 2.88
H -5.56 -0.36 0.91
H 0.69 1.45 3.67
H 1.70 1.93 -0.96
H 2.90 -4.91 -3.62
H 3.39 -4.50 2.83
H 2.55 -1.52 -3.19
H 0.52 -4.19 -3.88
H -2.66 -0.57 -1.16
H 1.91 -0.76 7.13
H 4.92 -3.16 1.64
H -0.55 -0.65 -4.92
H 0.87 1.28 6.15
H -4.91 3.31 1.96
H 1.90 2.39 -4.46
H 2.07 2.35 1.48
H 2.47 4.77 1.90
H 2.93 -2.98 6.81
H 0.49 6.31 1.90
H 0.42 2.83 -3.58
H -2.54 -1.53 -6.01
H -2.17 3.91 -1.26
H -0.53 -2.90 -2.04
H -6.58 4.70 0.79
H -1.76 5.35 1.50
H -4.63 -1.94 -4.71
H 1.72 -1.19 -4.71
H 4.98 -4.94 -2.26
H -5.26 -1.66 1.99
H 6.12 -4.32 -0.15
H -4.62 -1.45 -2.26
H -6.07 5.67 -1.43
H -3.84 5.26 -2.45
H 3.62 -4.77 5.24
H 2.43 0.32 -0.80
H 3.12 -0.21 -4.23
H 3.18 1.52 -1.86
H 0.32 1.75 -4.97
*
```

Results of the Löwdin charge analysis, in e, for atoms 1 through 4: 0.820, 0.376, 0.316, 0.090